Record 1
Below is C19H35CrN4 as an isolated structure, with properties calculated with the ωB97M-V functional and the def2-TZVPD basis.

Calculated values
LUMO level (alpha / beta): -8.910 / -7.492 eV
HOMO-LUMO gap (alpha / beta): 6.0 / 7.4 eV
E: -2007.86264 a.u.
⟨S²⟩: 4.054

The geometry in ORCA input format:
```
! RIJCOSX wB97M-V def2-TZVPD def2/J DEFGRID3
* xyz 2 4
C 1.56 2.16 -1.46
H 2.39 2.74 -1.04
H 1.91 1.75 -2.42
H 1.37 1.30 -0.77
C 0.35 3.07 -1.66
H -0.51 2.46 -1.97
H 0.08 3.51 -0.70
C 0.58 4.19 -2.68
H -0.34 4.77 -2.81
H 1.36 4.88 -2.33
H 0.87 3.80 -3.66
C -0.97 -2.19 -0.62
C -1.61 -1.32 -1.57
C -0.63 -0.92 -2.55
C 0.62 -1.54 -2.20
C 0.40 -2.32 -1.01
C 1.36 -3.32 -0.45
C 1.84 -1.59 -3.06
C -0.93 -0.24 -3.84
C -3.08 -1.10 -1.69
C -1.69 -3.06 0.36
Cr -0.01 -0.23 -0.62
H 2.71 -1.92 -2.49
H 1.70 -2.29 -3.89
H 2.05 -0.60 -3.49
H 2.39 -3.07 -0.72
H 1.30 -3.36 0.65
H 1.16 -4.33 -0.83
H -2.59 -2.57 0.76
H -2.00 -4.00 -0.11
H -1.05 -3.32 1.22
H -3.30 -0.24 -2.32
H -3.57 -1.97 -2.14
H -3.53 -0.93 -0.70
H -0.13 0.46 -4.11
H -1.01 -0.97 -4.65
H -1.87 0.31 -3.79
C 0.15 1.67 1.69
N 0.00 0.20 1.51
C -1.22 -0.22 2.26
N -1.10 0.10 3.69
C -0.90 1.55 3.84
N 0.30 2.03 3.11
C 1.47 1.31 3.68
N 1.33 -0.16 3.53
C 1.19 -0.48 2.10
C 0.10 -0.58 4.24
H -0.75 2.17 1.30
H 1.03 2.04 1.15
H -1.39 -1.29 2.15
H -2.08 0.33 1.86
H -0.77 1.78 4.91
H -1.79 2.07 3.44
H 2.38 1.63 3.15
H 1.54 1.55 4.74
H 1.08 -1.57 1.99
H 2.09 -0.15 1.57
H 0.19 -0.30 5.30
H -0.02 -1.67 4.14
*
```

---

Record 2
Below is C26H33B2F4FeN6P2 as an isolated structure, with properties calculated with the ωB97M-V functional and the def2-TZVPD basis.

Calculated values
LUMO level (alpha / beta): 0.497 / -0.552 eV
HOMO-LUMO gap (alpha / beta): 7.8 / 8.1 eV
E: -3735.02115 a.u.
⟨S²⟩: 0.789
energy relative to the best compared isomer or geometry (same formula, charge and spin): 1.6 kJ/mol

The geometry in ORCA input format:
```
! RIJCOSX wB97M-V def2-TZVPD def2/J DEFGRID3
* xyz 0 2
Fe -0.27 1.06 -0.15
C 3.44 1.71 1.83
C 2.69 1.23 0.75
N 1.40 1.47 0.96
N 1.29 2.10 2.15
C 2.51 2.26 2.68
B -0.09 2.67 2.57
N -1.04 1.47 2.69
C -1.64 0.96 3.77
C -2.26 -0.22 3.41
C -1.96 -0.36 2.06
N -1.23 0.67 1.62
N -0.58 3.55 1.41
C -0.76 4.88 1.36
C -0.85 5.25 0.04
C -0.70 4.06 -0.67
N -0.56 3.04 0.17
H 4.51 1.68 1.95
H 3.00 0.75 -0.16
H 2.62 2.76 3.63
H -0.03 3.28 3.59
H -1.57 1.46 4.72
H -2.82 -0.89 4.03
H -2.23 -1.15 1.39
H -0.78 5.46 2.27
H -0.98 6.24 -0.36
H -0.64 3.89 -1.73
C -3.08 2.52 -2.08
P -2.29 1.04 -1.37
C -3.76 0.27 -0.59
C -2.06 -0.07 -2.78
C -2.61 0.13 -4.04
C -2.42 -0.82 -5.04
C -1.69 -1.97 -4.77
C -1.13 -2.16 -3.53
C -1.28 -1.20 -2.53
P -0.44 -1.34 -0.90
C -1.18 -2.87 -0.23
C 1.22 -1.94 -1.39
H -4.04 2.26 -2.52
H -2.44 2.97 -2.84
H -3.24 3.26 -1.29
H -4.54 0.16 -1.34
H -4.12 0.87 0.24
H -3.51 -0.72 -0.21
H -3.17 1.02 -4.26
H -2.83 -0.65 -6.03
H -1.55 -2.71 -5.55
H -0.53 -3.05 -3.35
H -1.00 -3.69 -0.94
H -2.26 -2.77 -0.11
H -0.73 -3.12 0.72
H 1.16 -2.76 -2.10
H 1.74 -2.27 -0.50
H 1.77 -1.12 -1.84
F 1.47 2.70 -3.48
B 1.54 1.38 -3.09
F 0.82 1.30 -1.78
F 0.86 0.54 -3.95
F 2.82 0.94 -2.82
C 1.22 -1.77 2.09
C 2.30 -2.66 2.14
C 3.61 -2.25 1.77
C 4.66 -3.14 1.80
C 4.46 -4.46 2.20
C 3.19 -4.88 2.58
C 2.13 -4.00 2.55
H 1.33 -0.75 1.75
H 0.25 -2.08 2.44
H 3.77 -1.23 1.46
H 5.65 -2.81 1.52
H 5.29 -5.16 2.22
H 3.03 -5.91 2.89
H 1.14 -4.33 2.84
*
```

---

Record 3
Below is a 2-piece molecular cluster, C12H19NO2 overall, with properties calculated with the ωB97M-V functional and the def2-TZVPD basis.

Calculated values
LUMO level: 0.772 eV
HOMO-LUMO gap: 9.1 eV
E: -673.69844 a.u.
energy relative to the best compared isomer or geometry (same formula, charge and spin): 487.7 kJ/mol

The geometry in ORCA input format:
```
! RIJCOSX wB97M-V def2-TZVPD def2/J DEFGRID3
* xyz 0 1
C -0.01 3.13 -2.80
C -0.02 1.60 -3.57
N -0.18 0.53 -2.52
C -1.28 -0.40 -2.47
C 1.24 -0.09 -2.51
C 2.47 0.80 -1.95
O 1.69 -1.11 -2.93
H -0.21 3.03 -1.88
H -0.74 3.53 -3.42
H 1.07 3.67 -2.77
H -0.81 1.50 -4.29
H 0.89 1.46 -4.19
H -1.75 -0.72 -3.57
H -0.87 -1.27 -1.75
H -2.16 -0.11 -2.01
H 2.86 0.44 -0.95
H 3.17 0.67 -2.81
H 2.29 1.80 -1.96
C 0.65 -1.64 5.09
C 0.03 -1.71 3.65
C 0.73 -1.44 2.51
C -0.04 -0.99 1.38
C -1.38 -0.67 1.55
O -2.15 -0.03 0.61
C -2.12 -0.99 2.77
C -1.34 -1.56 3.72
H -0.13 -2.27 5.89
H 0.59 -0.60 5.32
H 1.72 -1.92 5.36
H 1.80 -1.54 2.47
H 0.53 -0.82 0.49
H -1.59 0.27 -0.13
H -3.18 -0.64 2.88
H -1.78 -1.89 4.79
*
```

---

Record 4
Below is C36H40BNP2Tc as an isolated structure, with properties calculated with the ωB97M-V functional and the def2-TZVPD basis.

Calculated values
LUMO level (alpha / beta): -8.902 / -7.691 eV
HOMO-LUMO gap (alpha / beta): 4.2 / 6.2 eV
E: -2238.06784 a.u.
⟨S²⟩: 3.952

The geometry in ORCA input format:
```
! RIJCOSX wB97M-V def2-TZVPD def2/J DEFGRID3
* xyz 2 4
Tc -1.03 2.85 0.38
C -0.37 5.13 1.85
C 0.33 3.95 2.04
C 0.25 3.04 3.27
C -0.66 1.81 3.04
C -1.83 2.01 2.13
C -2.48 3.25 1.91
C -2.51 4.40 2.93
C -1.56 5.56 2.63
C -2.07 1.52 -0.75
H 0.02 5.87 1.17
H 1.36 3.95 1.63
H 0.02 3.59 4.20
H 1.27 2.65 3.47
H -0.01 1.04 2.57
H -0.97 1.35 4.02
H -2.43 1.10 1.99
H -3.41 3.28 1.32
H -2.39 4.07 3.98
H -3.53 4.79 2.92
H -2.12 6.32 2.07
H -1.21 6.07 3.55
H -1.79 1.59 -1.82
H -3.15 1.70 -0.64
H -1.86 0.49 -0.39
P 2.00 -1.79 -1.26
P -0.53 -2.58 -0.66
C 1.87 -2.44 0.44
C 0.61 -2.96 0.68
C 3.54 -2.66 -1.92
C 4.49 -3.29 -1.10
C 5.76 -3.63 -1.59
C 6.05 -3.51 -2.96
C 5.06 -2.99 -3.81
C 3.82 -2.60 -3.31
C 2.47 -0.04 -1.09
C 1.55 1.01 -1.20
C 1.96 2.33 -0.95
C 3.30 2.56 -0.59
C 4.20 1.51 -0.47
C 3.81 0.21 -0.74
C -0.80 -4.30 -1.30
C 0.31 -4.90 -1.90
C 0.32 -6.28 -2.15
C -0.83 -7.05 -1.93
C -1.97 -6.42 -1.43
C -1.97 -5.06 -1.10
C -2.10 -2.19 0.16
C -3.17 -1.89 -0.71
C -4.42 -1.60 -0.19
C -4.63 -1.59 1.19
C -3.57 -1.90 2.05
C -2.31 -2.19 1.54
H 2.72 -2.42 1.13
H 0.28 -3.57 1.52
H 4.27 -3.48 -0.04
H 6.55 -3.98 -0.92
H 7.03 -3.80 -3.35
H 5.30 -2.89 -4.88
H 3.07 -2.21 -4.00
H 0.52 0.80 -1.50
H 1.27 3.19 -1.05
H 3.63 3.58 -0.42
H 5.25 1.69 -0.17
H 4.53 -0.61 -0.71
H 1.19 -4.31 -2.13
H 1.22 -6.75 -2.54
H -0.82 -8.12 -2.17
H -2.87 -7.01 -1.29
H -2.86 -4.60 -0.69
H -2.99 -1.89 -1.79
H -5.25 -1.40 -0.88
H -5.62 -1.37 1.59
H -3.75 -1.94 3.13
H -1.49 -2.45 2.22
B -2.50 6.87 -0.78
C -1.93 5.46 -0.76
N -1.53 4.36 -0.61
H -2.44 7.33 0.38
H -3.67 6.74 -1.01
H -1.83 7.61 -1.46
*
```